(1)
{
  "formula": "C25H44Br16ClNO3P",
  "method": "the ωB97M-V functional and the def2-TZVPD basis",
  "species": ["C", "C", "Cl", "C", "C", "C", "C", "C", "O", "O", "C", "C", "N", "P", "O", "H", "H", "H", "H", "H", "H", "H", "H", "H", "H", "H", "H", "Br", "C", "C", "Br", "H", "H", "H", "H", "Br", "C", "C", "Br", "H", "H", "H", "H", "Br", "C", "C", "Br", "H", "H", "H", "H", "Br", "C", "C", "Br", "H", "H", "H", "H", "Br", "C", "C", "Br", "H", "H", "H", "H", "Br", "C", "C", "Br", "H", "H", "H", "H", "Br", "C", "C", "Br", "H", "H", "H", "H", "Br", "C", "C", "Br", "H", "H", "H", "H"],
  "coordinates": [[-6.489, -1.607, -4.187], [-5.765, -2.354, -5.453], [-5.871, -4.207, -5.105], [-4.242, -1.845, -5.785], [-3.409, -1.252, -4.505], [-3.595, 0.378, -4.196], [-2.793, 1.056, -2.922], [-3.038, 2.665, -2.666], [-3.260, 3.432, -3.768], [-3.048, 3.164, -1.282], [-1.840, 0.071, -2.022], [-1.722, -1.505, -2.467], [-2.470, -2.137, -3.657], [-2.184, -3.873, -3.962], [-2.332, -4.716, -2.610], [-7.657, -1.696, -4.362], [-6.251, -0.467, -4.074], [-6.232, -2.242, -3.213], [-6.446, -2.177, -6.394], [-4.270, -1.000, -6.612], [-3.619, -2.744, -6.216], [-4.288, 1.064, -4.861], [-3.603, 2.489, -0.762], [-1.244, 0.522, -1.112], [-1.023, -2.224, -1.829], [-0.801, -4.029, -4.420], [-3.032, -4.462, -4.967], [-0.429, 3.660, 1.955], [-1.693, 5.047, 1.421], [-2.509, 5.526, 2.599], [-3.906, 4.245, 3.057], [-2.301, 4.631, 0.613], [-1.075, 5.857, 1.025], [-3.040, 6.449, 2.351], [-1.914, 5.686, 3.503], [5.750, 1.123, 2.061], [4.486, 2.510, 1.527], [3.670, 2.988, 2.705], [2.273, 1.708, 3.163], [3.878, 2.094, 0.719], [5.104, 3.320, 1.131], [3.139, 3.911, 2.457], [4.265, 3.149, 3.609], [8.744, -0.283, 3.347], [8.610, -0.427, 5.287], [7.175, -0.321, 5.746], [6.557, 1.528, 5.710], [9.260, 0.345, 5.710], [9.021, -1.412, 5.527], [7.080, -0.633, 6.790], [6.480, -0.902, 5.134], [-0.887, 4.091, 7.131], [0.405, 2.634, 7.017], [1.719, 3.017, 7.657], [2.751, 4.197, 6.498], [0.498, 2.371, 5.960], [-0.058, 1.802, 7.555], [2.350, 2.136, 7.799], [1.602, 3.533, 8.614], [-1.291, -6.769, -9.052], [-0.043, -7.169, -7.607], [-0.713, -7.052, -6.258], [-0.925, -5.186, -5.735], [0.811, -6.497, -7.728], [0.282, -8.198, -7.789], [-0.089, -7.497, -5.478], [-1.706, -7.508, -6.226], [-3.576, -1.669, 0.692], [-3.672, -3.544, 0.162], [-3.407, -4.458, 1.336], [-1.504, -4.537, 1.753], [-2.966, -3.679, -0.662], [-4.691, -3.681, -0.211], [-3.688, -5.486, 1.094], [-3.922, -4.150, 2.250], [-6.086, 5.660, -7.965], [-6.614, 5.347, -6.113], [-5.972, 4.093, -5.566], [-6.869, 2.494, -6.229], [-7.707, 5.319, -6.093], [-6.267, 6.228, -5.566], [-6.078, 4.049, -4.478], [-4.914, 3.998, -5.827], [12.322, 0.145, 6.065], [12.527, -0.099, 7.989], [11.469, -1.027, 8.538], [9.751, -0.120, 8.704], [12.508, 0.897, 8.441], [13.523, -0.532, 8.116], [11.723, -1.343, 9.554], [11.304, -1.913, 7.918]],
  "e_tot_ha": -43244.59753,
  "charge": 1,
  "molar_mass_g_mol": 1751.52,
  "homo_energy_ha": -0.395,
  "largest_force_ev_per_a": 9.5,
  "orbital_gap_ha": 0.19194
}

***

(2)
{
  "formula": "C2H6BrNO2S",
  "method": "the ωB97M-V functional and the def2-TZVPD basis",
  "species": ["C", "C", "N", "O", "O", "S", "Br", "H", "H", "H", "H", "H", "H"],
  "coordinates": [[0.114, 1.633, 1.154], [-0.066, 0.844, -0.114], [-1.034, -2.062, -1.428], [0.032, -1.182, 1.566], [1.684, -1.099, -0.170], [0.363, -0.812, 0.204], [-0.016, -1.931, -2.941], [0.951, 1.106, 1.591], [0.087, 2.726, 0.976], [-0.790, 1.507, 1.730], [0.513, 1.214, -1.051], [-1.092, 0.938, -0.617], [-0.746, -2.881, -0.902]],
  "e_tot_ha": -3257.08749,
  "molar_mass_g_mol": 188.05,
  "homo_energy_ha": [-0.334, -0.350],
  "largest_force_ev_per_a": 4.9,
  "e_above_lowest_ev": 3.687,
  "orbital_gap_ha": [0.28995, 0.30175]
}

***

(3)
{
  "formula": "C7H28O7",
  "method": "the ωB97M-V functional and the def2-TZVPD basis",
  "species": ["C", "O", "H", "H", "H", "H", "C", "O", "H", "H", "H", "H", "C", "O", "H", "H", "H", "H", "C", "O", "H", "H", "H", "H", "C", "O", "H", "H", "H", "H", "C", "O", "H", "H", "H", "H", "C", "O", "H", "H", "H", "H"],
  "coordinates": [[-2.949, -3.796, 0.240], [-3.501, -4.831, 1.045], [-3.191, -4.041, -0.794], [-3.258, -2.789, 0.519], [-1.880, -3.829, 0.449], [-3.427, -5.695, 0.633], [2.607, 2.687, -1.739], [3.219, 3.196, -0.573], [3.219, 2.688, -2.641], [2.248, 1.664, -1.627], [1.665, 3.198, -1.937], [2.747, 4.001, -0.348], [-0.059, -0.457, 0.111], [-1.415, -0.515, 0.378], [0.454, -1.135, 0.793], [-0.009, -0.762, -0.935], [0.322, 0.562, 0.172], [-1.726, 0.139, -0.252], [-3.805, 2.947, 0.342], [-3.058, 3.772, 1.137], [-3.484, 3.137, -0.682], [-3.500, 1.904, 0.430], [-4.866, 3.177, 0.430], [-2.902, 3.349, 1.984], [2.365, -3.766, 1.648], [3.193, -4.323, 2.678], [2.681, -4.139, 0.674], [1.347, -4.117, 1.814], [2.431, -2.678, 1.618], [3.655, -5.117, 2.399], [4.249, 0.800, 1.715], [3.100, 0.950, 1.007], [4.188, 1.505, 2.544], [4.221, -0.212, 2.118], [5.149, 1.038, 1.147], [3.235, 1.575, 0.290], [-2.062, 1.956, -2.983], [-2.098, 0.998, -1.921], [-3.065, 1.958, -3.410], [-1.888, 2.962, -2.603], [-1.341, 1.655, -3.744], [-2.808, 0.386, -2.127]],
  "e_tot_ha": -809.64929,
  "charge": 1,
  "s2": 0.756,
  "molar_mass_g_mol": 224.29,
  "homo_energy_ha": [-0.450, -0.450],
  "largest_force_ev_per_a": 2.1,
  "e_above_lowest_ev": 2.869,
  "spin_multiplicity": 2,
  "orbital_gap_ha": [0.35623, 0.09538]
}

***

(4)
{
  "formula": "C19H25N3O2S",
  "method": "the ωB97M-V functional and the def2-TZVPD basis",
  "species": ["C", "O", "C", "C", "C", "N", "C", "S", "N", "C", "C", "C", "C", "O", "C", "C", "C", "C", "C", "C", "C", "C", "N", "C", "C", "H", "H", "H", "H", "H", "H", "H", "H", "H", "H", "H", "H", "H", "H", "H", "H", "H", "H", "H", "H", "H", "H", "H", "H", "H"],
  "coordinates": [[-4.263, -1.830, 1.454], [-3.900, -1.853, 0.096], [-4.580, -0.903, -0.703], [-3.904, 0.471, -0.717], [-2.511, 0.426, -1.377], [-1.417, 0.756, -0.480], [-1.190, 2.074, -0.254], [-2.240, 3.256, -0.759], [-0.091, 2.465, 0.458], [1.216, 1.958, 0.324], [1.680, 1.461, -0.886], [2.963, 0.959, -0.999], [3.807, 0.946, 0.106], [5.066, 0.438, 0.119], [5.514, -0.270, -1.016], [3.358, 1.500, 1.308], [2.082, 2.004, 1.414], [-1.008, -0.312, 0.441], [-1.070, 0.124, 1.906], [0.304, -0.959, 0.045], [1.295, -1.293, 0.960], [2.447, -1.919, 0.506], [2.659, -2.240, -0.758], [1.707, -1.947, -1.628], [0.525, -1.316, -1.284], [-3.666, -2.596, 1.946], [-5.327, -2.062, 1.581], [-4.059, -0.859, 1.920], [-4.585, -1.319, -1.715], [-5.620, -0.804, -0.365], [-3.810, 0.844, 0.303], [-4.546, 1.168, -1.254], [-2.334, -0.579, -1.765], [-2.475, 1.133, -2.207], [-0.147, 3.434, 0.748], [1.030, 1.472, -1.748], [3.292, 0.578, -1.952], [6.494, -0.662, -0.747], [4.840, -1.099, -1.254], [5.616, 0.388, -1.884], [4.033, 1.515, 2.149], [1.745, 2.434, 2.346], [-1.772, -1.091, 0.310], [-0.222, 0.739, 2.188], [-1.097, -0.756, 2.545], [-1.978, 0.699, 2.078], [1.197, -1.069, 2.008], [3.242, -2.176, 1.193], [1.906, -2.233, -2.653], [-0.205, -1.096, -2.045]],
  "e_tot_ha": -1451.91570,
  "smiles": "COCCCN(C(=S)Nc1ccc(OC)cc1)[C@H](C)c1ccncc1",
  "molar_mass_g_mol": 359.49,
  "homo_energy_ha": -0.289,
  "largest_force_ev_per_a": 0.6,
  "e_above_lowest_ev": 2.497,
  "orbital_gap_ha": 0.31319
}

***

(5)
{
  "formula": "C4H7NO",
  "method": "the ωB97M-V functional and the def2-TZVPD basis",
  "species": ["C", "C", "O", "C", "C", "N", "H", "H", "H", "H", "H", "H", "H"],
  "coordinates": [[-1.073, 1.109, 1.103], [-0.037, 0.033, 0.932], [0.791, -0.205, 1.791], [-0.061, -0.733, -0.354], [0.781, -0.395, -1.552], [1.111, -1.514, -0.690], [-1.932, 0.727, 1.664], [-1.423, 1.463, 0.130], [-0.627, 1.929, 1.670], [-0.990, -0.885, -0.871], [1.301, 0.548, -1.552], [0.413, -0.737, -2.525], [1.817, -1.176, -0.032]],
  "e_tot_ha": -286.54726,
  "smiles": "CC(=O)[C@H]1CN1",
  "molar_mass_g_mol": 85.11,
  "homo_energy_ha": -0.352,
  "largest_force_ev_per_a": 1.8,
  "e_above_lowest_ev": 2.296,
  "orbital_gap_ha": 0.38533
}

***

(6)
{
  "formula": "C10H18NO",
  "method": "the ωB97M-V functional and the def2-TZVPD basis",
  "species": ["C", "C", "C", "N", "C", "O", "C", "C", "C", "C", "C", "C", "H", "H", "H", "H", "H", "H", "H", "H", "H", "H", "H", "H", "H", "H", "H", "H", "H", "H"],
  "coordinates": [[-2.935, 1.084, -1.914], [-2.388, 1.236, -0.700], [-2.265, 0.196, 0.400], [-0.945, 0.325, 1.052], [-0.507, 1.546, 1.734], [-0.601, -0.803, 1.785], [0.076, -0.808, 0.539], [-0.432, -1.701, -0.611], [-0.782, -2.986, -0.392], [1.622, -0.526, 0.538], [2.247, 0.366, -0.501], [3.755, 0.375, -0.332], [-3.111, 1.866, -2.614], [-3.182, 0.153, -2.335], [-1.978, 2.316, -0.464], [-2.380, -0.848, -0.082], [-3.158, 0.290, 1.157], [-1.127, 2.391, 1.452], [-0.764, 1.435, 2.756], [0.681, 1.740, 1.526], [-0.278, -1.261, -1.521], [-0.946, -3.677, -1.202], [-0.979, -3.505, 0.544], [1.909, -0.282, 1.607], [2.105, -1.518, 0.345], [1.831, 0.151, -1.532], [1.878, 1.446, -0.494], [4.370, 0.814, -1.190], [4.093, -0.681, -0.118], [4.188, 0.870, 0.566]],
  "e_tot_ha": -521.38443,
  "charge": 1,
  "smiles": "C=CC[N@@+]1(C)O[C@]1(C=C)CCC",
  "molar_mass_g_mol": 168.26,
  "homo_energy_ha": -0.505,
  "largest_force_ev_per_a": 4.5,
  "e_above_lowest_ev": 5.438,
  "orbital_gap_ha": 0.39411
}

***

(7)
{
  "formula": "C5H10Br2ClO2P",
  "method": "the ωB97M-V functional and the def2-TZVPD basis",
  "species": ["C", "C", "C", "C", "Br", "C", "O", "P", "O", "Cl", "Br", "H", "H", "H", "H", "H", "H", "H", "H", "H", "H"],
  "coordinates": [[1.437, 0.676, -0.404], [0.361, -0.398, -0.580], [0.074, -0.479, -2.072], [0.766, -1.795, 0.004], [2.252, -2.684, -1.046], [-0.836, 0.060, 0.140], [-0.666, 0.184, 1.569], [-1.552, 1.402, 2.182], [-2.752, 1.479, 1.373], [-0.355, 3.088, 2.122], [-2.302, 1.189, 4.314], [1.063, 1.651, -0.696], [2.369, 0.307, -0.958], [1.795, 0.682, 0.593], [1.014, -0.617, -2.657], [-0.468, -1.380, -2.361], [-0.508, 0.435, -2.324], [-0.036, -2.428, 0.134], [1.192, -1.767, 0.976], [-1.697, -0.632, -0.016], [-1.150, 1.030, -0.295]],
  "e_tot_ha": -6296.64386,
  "smiles": "CC(C)(CBr)CO[P@](=O)(Cl)Br",
  "molar_mass_g_mol": 328.37,
  "homo_energy_ha": -0.380,
  "largest_force_ev_per_a": 3.1,
  "e_above_lowest_ev": 0.411,
  "orbital_gap_ha": 0.34349
}

***

(8)
{
  "formula": "C4H4N2O",
  "method": "the ωB97M-V functional and the def2-TZVPD basis",
  "species": ["O", "C", "C", "C", "N", "C", "N", "H", "H", "H", "H"],
  "coordinates": [[0.513, -1.243, 1.060], [0.995, -0.738, -0.346], [1.173, 0.735, -0.227], [-0.037, 1.237, 0.068], [-1.042, 0.274, 0.176], [-0.558, -1.047, 0.265], [0.521, -1.456, -1.255], [2.064, 1.291, -0.473], [-0.298, 2.282, 0.177], [-2.005, 0.482, 0.372], [-1.325, -1.818, 0.183]],
  "e_tot_ha": -339.39879,
  "molar_mass_g_mol": 96.09,
  "homo_energy_ha": -0.313,
  "largest_force_ev_per_a": 0.8,
  "e_above_lowest_ev": 4.976,
  "orbital_gap_ha": 0.33867
}

***

What is the formula in the seventh record? C5H10Br2ClO2P